Density functional theory data (ωB97M-V with the def2-TZVPD basis set) for 6 unconnected molecules or ions with the total composition C43H45BBrCl2N5O5S at a distorted geometry.

## Properties
HOMO level, eV: -8.05
Structure (SMILES): CCCc1cc(/C(Cl)=C(\C)Cl)c(CC(=O)Br)c2c1C(=O)c1cc(S)c(B(O)OC)cc1C2=O.c1cc[nH]c1.c1cc[nH]c1.c1cc[nH]c1.c1cc[nH]c1.c1cc[nH]c1

ORCA input file:
```
! wB97M-V def2-TZVPD RIJCOSX def2/J DEFGRID3
* xyz 0 1
C 0.884 -3.735 -6.212
C 2.332 -3.101 -5.771
C 2.014 -2.009 -4.632
C 1.432 -2.613 -3.275
C 1.771 -4.066 -2.757
C 1.247 -4.640 -1.419
C 1.741 -6.126 -1.045
Cl 0.967 -7.647 -1.686
C 2.854 -6.175 -0.142
C 3.537 -4.849 0.480
Cl 3.597 -7.767 0.424
C 0.319 -3.787 -0.474
C -0.188 -4.355 0.926
C -0.891 -5.791 0.856
O -0.611 -6.609 1.774
Br -2.142 -6.360 -0.600
C -0.028 -2.359 -0.976
C 0.495 -1.757 -2.340
C 0.069 -0.244 -2.723
O -0.320 0.110 -3.860
C 0.138 0.787 -1.477
C 0.711 2.221 -1.592
C 0.739 3.061 -0.257
S 1.471 4.778 -0.374
C 0.213 2.468 1.089
B 0.271 3.298 2.503
O 0.937 2.606 3.611
O -0.243 4.630 2.685
C 0.882 5.371 3.301
C -0.375 1.006 1.192
C -0.395 0.184 -0.118
C -0.933 -1.342 -0.103
O -1.979 -1.673 0.507
H 0.051 -3.195 -5.619
H 0.956 -4.851 -5.939
H 0.775 -3.548 -7.332
H 2.764 -2.588 -6.711
H 3.033 -3.878 -5.317
H 1.375 -1.195 -5.110
H 3.020 -1.508 -4.356
H 2.450 -4.722 -3.406
H 2.761 -4.266 1.111
H 4.379 -5.123 1.214
H 3.911 -4.124 -0.327
H 0.748 -4.492 1.593
H -0.881 -3.651 1.505
H 1.127 2.636 -2.584
H 2.853 4.526 -0.290
H 1.832 2.399 3.235
H 0.846 6.428 2.874
H 1.900 4.932 2.966
H 0.755 5.337 4.447
H -0.730 0.567 2.191
C -1.626 -1.720 5.658
C -1.514 -3.097 5.348
C -1.852 -3.247 4.024
N -2.168 -2.011 3.526
C -2.028 -1.074 4.514
H -1.432 -1.252 6.612
H -1.219 -3.891 6.018
H -1.896 -4.125 3.397
H -2.459 -1.821 2.578
H -2.227 -0.031 4.319
C 3.193 10.065 4.210
C 3.431 9.354 3.008
C 2.208 9.037 2.472
N 1.239 9.525 3.308
C 1.831 10.158 4.368
H 3.936 10.465 4.885
H 4.391 9.103 2.582
H 1.942 8.505 1.570
H 0.246 9.434 3.165
H 1.234 10.618 5.141
C -2.887 -4.351 -9.380
C -2.650 -3.029 -8.929
C -1.465 -2.613 -9.484
N -0.975 -3.638 -10.251
C -1.839 -4.699 -10.197
H -3.731 -4.978 -9.135
H -3.277 -2.445 -8.271
H -0.928 -1.680 -9.400
H -0.114 -3.614 -10.773
H -1.633 -5.608 -10.741
C -6.527 -7.768 -2.920
C -6.950 -8.680 -1.922
C -5.916 -8.818 -1.028
N -4.883 -8.026 -1.452
C -5.248 -7.378 -2.602
H -7.094 -7.432 -3.775
H -7.906 -9.180 -1.863
H -5.827 -9.410 -0.130
H -3.991 -7.934 -0.989
H -4.569 -6.699 -3.094
C 1.776 12.993 9.158
C 1.019 11.796 9.180
C 1.451 11.019 8.133
N 2.438 11.706 7.476
C 2.646 12.908 8.098
H 1.694 13.825 9.842
H 0.244 11.531 9.885
H 1.142 10.040 7.798
H 2.934 11.377 6.664
H 3.391 13.598 7.733
*
```

Density functional theory data (ωB97M-V with the def2-TZVPD basis set) for a molecular structure, C43H45BFeN5O2Se2.

## Properties
HOMO level (spin up / spin down), eV: -5.20 / -4.45
⟨S²⟩: 6.0115

ORCA input file:
```
! wB97M-V def2-TZVPD RIJCOSX def2/J DEFGRID3
* xyz -1 5
Fe 0.462 -0.470 0.202
O 0.235 0.417 1.919
C 0.211 1.720 2.344
C 0.376 2.672 1.113
C -0.719 2.543 0.099
C -1.730 3.493 0.023
C -2.761 3.319 -0.880
C -2.748 2.200 -1.689
C -1.694 1.300 -1.584
C -1.704 0.063 -2.424
C -1.957 -1.205 -1.551
O -0.815 -1.471 -0.860
C -3.177 -0.911 -0.671
C -3.025 -0.547 0.661
C -4.130 -0.186 1.422
C -5.401 -0.192 0.865
C -5.561 -0.556 -0.465
C -4.456 -0.908 -1.223
C -2.239 -2.433 -2.437
C -2.799 -3.569 -1.856
C -2.928 -4.751 -2.564
C -2.498 -4.825 -3.884
C -1.942 -3.705 -4.477
C -1.811 -2.523 -3.757
N -0.693 1.471 -0.708
C 1.411 2.051 3.264
C 1.417 3.103 4.177
C 2.543 3.377 4.941
C 3.684 2.598 4.809
C 3.682 1.545 3.906
C 2.556 1.280 3.144
C -1.077 1.967 3.135
C -1.655 0.880 3.783
C -2.779 1.040 4.579
C -3.361 2.292 4.730
C -2.800 3.381 4.082
C -1.665 3.216 3.298
H 1.319 2.352 0.663
H 0.488 3.713 1.420
H -1.700 4.362 0.665
H -3.564 4.043 -0.949
H -3.544 2.004 -2.393
H -0.719 -0.083 -2.875
H -2.453 0.173 -3.213
H -2.036 -0.528 1.105
H -3.989 0.116 2.450
H -6.260 0.082 1.464
H -6.548 -0.565 -0.912
H -4.587 -1.188 -2.262
H -3.131 -3.522 -0.825
H -3.362 -5.620 -2.085
H -2.589 -5.751 -4.438
H -1.595 -3.749 -5.502
H -1.363 -1.667 -4.242
H 0.535 3.715 4.312
H 2.522 4.195 5.649
H 4.558 2.802 5.415
H 4.555 0.914 3.797
H 2.537 0.446 2.467
H -1.201 -0.092 3.637
H -3.207 0.180 5.079
H -4.240 2.417 5.349
H -3.245 4.363 4.185
H -1.234 4.085 2.818
C 2.664 2.781 -4.143
Se 1.039 1.756 -3.850
C 1.571 0.232 -4.951
C 2.534 -0.731 -4.288
Se 1.736 -1.759 -2.836
C 3.429 -2.498 -2.247
H 2.725 3.124 -5.173
H 3.533 2.179 -3.890
H 2.627 3.639 -3.474
H 2.029 0.661 -5.845
H 0.650 -0.266 -5.262
H 3.396 -0.200 -3.876
H 2.899 -1.446 -5.031
H 3.858 -3.135 -3.019
H 3.226 -3.083 -1.353
H 4.106 -1.685 -1.989
B 3.513 -1.969 1.666
N 3.644 -0.803 0.618
C 4.798 -0.174 0.363
C 4.553 0.888 -0.489
C 3.177 0.826 -0.707
N 2.640 -0.190 -0.034
N 2.296 -2.880 1.365
C 2.241 -4.187 1.657
C 0.954 -4.636 1.438
C 0.273 -3.500 0.994
N 1.086 -2.450 0.963
H 4.512 -2.651 1.562
H 3.417 -1.495 2.775
H 5.714 -0.534 0.798
H 5.264 1.591 -0.886
H 2.540 1.440 -1.326
H 3.122 -4.701 2.003
H 0.572 -5.633 1.567
H -0.740 -3.380 0.655
*
```

Density functional theory data (ωB97M-V with the def2-TZVPD basis set) for a molecular structure, C43H45Br2F5N10O2PbS2Si at a distorted geometry.

## Properties
HOMO level, eV: 0.00

ORCA input file:
```
! wB97M-V def2-TZVPD RIJCOSX def2/J DEFGRID3
* xyz -2 1
Pb 0.686 -1.398 0.302
N 1.204 -0.130 -3.851
C -0.085 -0.106 -4.419
S -0.291 -0.903 -5.846
N -0.971 0.591 -3.671
N -2.204 0.303 -3.744
C -3.110 1.161 -3.240
C -2.649 2.418 -2.678
C -1.716 2.324 -1.688
C -1.558 3.348 -0.783
C -2.014 4.576 -1.099
C -2.851 4.794 -2.186
C -3.117 3.724 -3.027
C -4.509 0.873 -3.366
C -5.473 1.722 -2.743
C -6.771 1.282 -2.886
C -7.097 0.132 -3.559
C -6.056 -0.598 -4.105
N -4.827 -0.237 -4.005
H 1.958 -0.739 -4.211
H 1.381 0.344 -2.962
H -1.233 1.387 -1.556
H -0.852 3.237 0.062
H -1.866 5.452 -0.412
H -3.216 5.830 -2.324
H -3.811 3.849 -3.857
H -5.143 2.570 -2.245
H -7.589 1.838 -2.371
H -8.111 -0.260 -3.548
H -6.260 -1.595 -4.498
Br -1.017 -7.098 3.812
C -1.107 -5.556 2.807
C -1.220 -4.283 3.461
C -1.515 -3.221 2.631
N -1.404 -3.256 1.276
C -1.109 -4.416 0.703
C -1.101 -5.587 1.433
C -0.841 -4.508 -0.773
C -0.597 -5.768 -1.360
C -0.329 -5.803 -2.744
Br -0.141 -7.380 -3.781
C -0.086 -4.633 -3.380
C -0.173 -3.436 -2.684
N -0.635 -3.335 -1.427
H -1.339 -4.221 4.587
H -1.785 -2.253 3.099
H -0.950 -6.499 0.901
H -0.473 -6.631 -0.722
H 0.200 -4.591 -4.450
H -0.086 -2.480 -3.223
F 3.560 -2.221 -3.898
C 4.704 -2.648 -3.239
F 4.789 -3.963 -3.406
C 5.925 -2.024 -3.866
F 5.678 -0.718 -4.076
F 6.263 -2.563 -5.056
F 6.963 -2.208 -3.002
C 5.182 4.823 -1.337
C 4.080 3.772 -1.387
C 3.154 3.752 -2.493
C 2.155 2.816 -2.377
N 2.096 1.872 -1.387
C 2.975 1.972 -0.394
S 2.618 0.888 0.921
N 4.045 2.848 -0.464
H 5.807 4.718 -2.257
H 5.705 4.709 -0.402
H 4.773 5.823 -1.315
H 3.188 4.534 -3.212
H 1.371 2.760 -3.106
C 4.947 -3.549 1.857
Si 3.762 -3.358 0.376
C 3.385 -5.053 -0.520
C 4.688 -2.124 -0.736
O 2.239 -2.860 0.786
H 5.990 -3.759 1.639
H 4.682 -4.431 2.459
H 4.916 -2.632 2.527
H 4.191 -5.859 -0.566
H 3.080 -4.709 -1.556
H 2.507 -5.572 -0.049
H 5.760 -2.145 -0.413
H 4.248 -1.099 -0.486
H 4.661 -2.425 -1.984
C -0.941 5.713 4.590
C -2.266 4.950 4.407
N -2.043 3.536 4.661
C -3.160 2.757 5.242
C -3.435 3.010 6.732
C -1.356 2.928 3.603
O -0.952 3.527 2.610
C -0.921 1.443 3.804
C -0.461 0.977 5.092
C 0.271 -0.163 5.193
C 0.589 -0.847 3.964
N 0.081 -0.484 2.819
C -0.674 0.595 2.702
H -1.078 6.781 4.382
H -0.138 5.409 3.920
H -0.591 5.550 5.639
H -2.693 5.110 3.413
H -3.028 5.277 5.042
H -2.890 1.687 5.059
H -4.131 2.923 4.653
H -4.080 2.158 7.071
H -4.012 3.945 6.843
H -2.562 2.950 7.367
H -0.756 1.466 6.005
H 0.863 -0.456 6.100
H 1.206 -1.776 4.112
H -1.071 0.833 1.744
*
```